This record from the Open Molecules 2025 dataset describes a 3-piece molecular cluster, C3H12O3S2 overall at a distorted geometry. The level of theory is ωB97M-V/def2-TZVPD.

```
! RIJCOSX wB97M-V def2-TZVPD def2/J DEFGRID3
* xyz 0 1
O -1.069 1.642 -2.468
C -1.462 1.023 -1.269
C -0.247 0.965 -0.288
C -0.654 1.343 1.151
S -0.753 -0.058 2.349
S -1.950 -1.445 1.487
H -0.700 1.035 -3.078
H -1.905 0.033 -1.347
H -2.217 1.623 -0.768
H 0.488 1.704 -0.602
H 0.237 -0.008 -0.290
H -1.512 2.009 1.166
H 0.191 1.870 1.595
H -1.260 -1.836 0.389
O 0.921 -2.781 0.139
H 1.147 -1.868 -0.038
H 1.683 -3.348 0.181
O 3.105 -0.955 0.387
H 3.259 -0.069 0.049
H 2.698 -0.879 1.255
*
```

Computed properties:
* strongest force on any atom: 1.7 eV Å⁻¹
* HOMO level: -8.759 eV
* gap between HOMO and LUMO: 0.335 Eh
* SMILES: OCCCSS.O.O


This record from the Open Molecules 2025 dataset describes a 3-piece molecular cluster, I2O4S2 overall at a distorted geometry. The level of theory is ωB97M-V/def2-TZVPD.

```
! RIJCOSX wB97M-V def2-TZVPD def2/J DEFGRID3
* xyz 0 1
O -0.158 -3.259 0.051
O 0.687 -1.156 1.117
O 0.461 1.987 -0.611
O 2.923 2.026 -0.722
S -0.399 -2.025 0.759
S 1.734 2.010 0.045
I -2.982 0.558 0.911
I -2.266 -0.140 -1.550
*
```

Computed properties:
* strongest force on any atom: 1.2 eV Å⁻¹
* HOMO level: -9.669 eV
* gap between HOMO and LUMO: 0.283 Eh


This record from the Open Molecules 2025 dataset describes C31H38GeN7O4STl as an isolated structure. The level of theory is ωB97M-V/def2-TZVPD.

```
! RIJCOSX wB97M-V def2-TZVPD def2/J DEFGRID3
* xyz 2 1
Tl 0.631 1.803 -0.635
O 4.646 1.858 2.476
C 3.342 1.716 2.228
O 2.609 2.620 1.934
C 2.903 0.284 2.386
C 3.771 -0.694 2.864
C 3.288 -1.981 3.025
C 1.968 -2.242 2.699
C 1.191 -1.196 2.219
N 1.641 0.042 2.068
C -0.241 -1.378 1.843
O -0.827 -2.538 1.923
O -0.921 -0.393 1.527
H 4.874 2.796 2.389
H 4.792 -0.442 3.112
H 3.926 -2.767 3.404
H 1.586 -3.246 2.833
H -0.203 -3.271 2.021
N 0.803 4.297 0.204
C 1.202 5.283 -0.805
C 0.532 4.993 -2.137
N 0.943 3.674 -2.642
H -0.132 4.491 0.549
H 1.430 4.286 1.000
H 2.285 5.220 -0.933
H 0.977 6.309 -0.503
H 0.764 5.803 -2.835
H -0.553 4.978 -2.006
H 1.932 3.682 -2.871
H 0.452 3.460 -3.503
C 6.007 -0.369 -2.154
N 5.110 0.676 -1.686
C 5.452 1.975 -1.408
C 4.301 2.590 -1.016
N 3.260 1.692 -1.049
C 3.786 0.555 -1.460
H 6.443 -0.090 -3.111
H 5.439 -1.288 -2.276
H 6.802 -0.535 -1.429
H 6.460 2.335 -1.515
H 4.163 3.613 -0.709
H 3.247 -0.370 -1.610
C -0.130 -4.861 -4.979
C -0.616 -4.436 -3.636
C -1.771 -4.861 -3.045
C -2.078 -4.370 -1.764
N -1.297 -3.517 -1.114
C -0.161 -3.091 -1.689
S 0.903 -2.006 -0.955
N 0.150 -3.564 -2.941
C -3.329 -4.793 -1.065
H -0.848 -5.524 -5.452
H 0.822 -5.386 -4.889
H 0.022 -3.993 -5.623
H -2.422 -5.557 -3.551
H 1.016 -3.225 -3.338
H -3.876 -5.548 -1.623
H -3.974 -3.924 -0.921
H -3.082 -5.183 -0.077
Ge -2.741 -0.273 0.853
C -3.857 -1.060 2.191
C -4.554 -0.246 3.085
C -5.397 -0.813 4.030
C -5.553 -2.191 4.079
C -4.872 -3.007 3.184
C -4.028 -2.445 2.242
C -2.777 1.641 0.674
C -2.390 2.455 1.739
C -2.400 3.836 1.605
C -2.799 4.413 0.405
C -3.181 3.611 -0.662
C -3.169 2.229 -0.528
H -2.601 -1.042 -0.456
H -4.455 0.832 3.039
H -5.937 -0.181 4.721
H -6.214 -2.631 4.813
H -5.007 -4.080 3.222
H -3.498 -3.083 1.543
H -2.070 2.017 2.678
H -2.112 4.461 2.441
H -2.828 5.491 0.308
H -3.502 4.061 -1.592
H -3.467 1.612 -1.368
*
```

Computed properties:
* strongest force on any atom: 0.2 eV Å⁻¹
* HOMO level: -12.710 eV
* gap between HOMO and LUMO: 0.269 Eh


This record from the Open Molecules 2025 dataset describes C18H14N4O2STi as an isolated structure. The level of theory is ωB97M-V/def2-TZVPD.

```
! RIJCOSX wB97M-V def2-TZVPD def2/J DEFGRID3
* xyz 1 2
Ti 0.419 0.371 -0.313
O 1.824 -0.853 -0.232
C 2.516 -1.431 0.757
C 3.644 -2.187 0.443
C 4.374 -2.796 1.444
C 4.007 -2.669 2.783
C 2.908 -1.911 3.109
C 2.144 -1.276 2.114
C 1.078 -0.405 2.526
N 0.364 0.242 1.676
N -0.602 1.164 2.090
C -0.627 2.171 1.246
O 0.163 2.232 0.193
C -1.563 3.284 1.471
C -2.326 3.342 2.638
C -3.205 4.392 2.835
C -3.327 5.386 1.872
C -2.565 5.333 0.713
C -1.682 4.286 0.511
H 3.926 -2.286 -0.596
H 5.249 -3.376 1.180
H 4.590 -3.149 3.556
H 2.627 -1.778 4.147
H 0.894 -0.248 3.587
H -2.215 2.573 3.390
H -3.793 4.442 3.741
H -4.014 6.206 2.029
H -2.656 6.111 -0.033
H -1.079 4.240 -0.385
S -1.769 -0.345 -1.171
C -2.063 -1.518 0.068
N -2.372 -1.079 1.321
C -2.646 -1.923 2.331
C -2.636 -3.266 2.089
C -2.330 -3.664 0.785
N -2.051 -2.817 -0.192
H -2.336 -0.071 1.495
H -2.864 -1.469 3.287
H -2.856 -3.983 2.865
H -2.310 -4.716 0.525
*
```

Computed properties:
* ⟨S²⟩: 0.76
* strongest force on any atom: 0.8 eV Å⁻¹
* HOMO level (spin up / spin down): -11.456 / -11.599 eV
* gap between HOMO and LUMO (spin up / spin down): 0.273 / 0.279 Eh


This record from the Open Molecules 2025 dataset describes C4H7N2 as an isolated structure at a distorted geometry. The level of theory is ωB97M-V/def2-TZVPD.

```
! RIJCOSX wB97M-V def2-TZVPD def2/J DEFGRID3
* xyz 1 1
C -0.640 -0.854 -0.291
C 0.142 -0.008 -1.289
C -0.910 0.594 -0.247
C 0.562 -0.471 0.636
N 1.295 -0.115 -0.484
N -0.223 0.842 1.033
H -1.227 -1.738 -0.262
H 0.244 0.165 -2.371
H -1.733 1.349 -0.521
H 1.053 -1.147 1.470
H 1.954 -0.889 -0.741
H 0.241 1.766 1.256
H -0.756 0.505 1.809
*
```

Computed properties:
* strongest force on any atom: 4.9 eV Å⁻¹
* HOMO level: -13.670 eV
* gap between HOMO and LUMO: 0.379 Eh


This record from the Open Molecules 2025 dataset describes C33H35N5O2RbSTe as an isolated structure. The level of theory is ωB97M-V/def2-TZVPD.

```
! RIJCOSX wB97M-V def2-TZVPD def2/J DEFGRID3
* xyz 1 1
Rb 0.478 0.650 -0.788
C 3.303 3.411 -2.155
C 2.383 3.487 -0.968
C 1.156 4.134 -1.052
C 0.282 4.185 0.031
C -1.041 4.891 -0.079
C 0.666 3.578 1.222
C 1.891 2.924 1.345
C 2.288 2.263 2.638
C 2.735 2.883 0.240
H 3.142 2.488 -2.718
H 4.347 3.426 -1.844
H 3.138 4.245 -2.836
H 0.880 4.626 -1.979
H -1.699 4.392 -0.795
H -0.912 5.919 -0.421
H -1.559 4.909 0.879
H 0.005 3.633 2.081
H 3.350 2.405 2.839
H 2.103 1.186 2.610
H 1.726 2.670 3.478
H 3.696 2.387 0.323
C 3.273 -2.804 -4.527
O 2.684 -1.555 -4.152
C 2.573 -1.215 -2.858
O 2.086 -0.148 -2.561
N 2.996 -2.125 -1.938
N 2.920 -1.756 -0.588
H 3.233 -2.834 -5.611
H 2.704 -3.643 -4.121
H 4.317 -2.851 -4.214
H 3.561 -2.914 -2.203
H 3.839 -1.492 -0.253
H 2.552 -2.534 -0.054
N -4.296 1.734 -1.763
C -4.361 2.256 -0.480
C -5.311 3.034 0.173
C -5.035 3.372 1.482
C -3.857 2.947 2.123
C -2.923 2.177 1.463
C -3.183 1.836 0.137
N -2.416 1.087 -0.753
C -3.117 1.055 -1.854
C -2.691 0.356 -3.075
C -3.456 0.086 -4.169
S -2.532 -0.767 -5.318
C -1.187 -0.688 -4.278
N -1.391 -0.090 -3.142
H -4.959 1.875 -2.505
H -6.222 3.359 -0.312
H -5.746 3.975 2.031
H -3.689 3.227 3.154
H -2.018 1.839 1.951
H -4.494 0.315 -4.343
H -0.227 -1.098 -4.560
Te -0.241 -1.311 2.129
C 0.034 -2.383 3.893
C 1.308 -2.460 4.453
C 1.510 -3.197 5.613
C 0.443 -3.852 6.210
C -0.827 -3.766 5.657
C -1.038 -3.030 4.500
C -0.053 -2.861 0.716
C 0.856 -3.902 0.891
C 0.997 -4.867 -0.098
C 0.251 -4.787 -1.269
C -0.651 -3.749 -1.440
C -0.815 -2.791 -0.444
H 2.137 -1.942 3.989
H 2.499 -3.256 6.048
H 0.601 -4.428 7.112
H -1.658 -4.273 6.129
H -2.030 -2.964 4.074
H 1.437 -3.976 1.803
H 1.687 -5.688 0.050
H 0.360 -5.544 -2.034
H -1.251 -3.688 -2.340
H -1.540 -1.995 -0.579
*
```

Computed properties:
* strongest force on any atom: 0.8 eV Å⁻¹
* HOMO level: -10.311 eV
* gap between HOMO and LUMO: 0.306 Eh


This record from the Open Molecules 2025 dataset describes C26H43BF4OPtSSi2 as an isolated structure. The level of theory is ωB97M-V/def2-TZVPD.

```
! RIJCOSX wB97M-V def2-TZVPD def2/J DEFGRID3
* xyz 0 1
Pt -0.992 -0.751 0.589
F -1.241 -2.534 -0.766
B -2.571 -3.057 -1.204
F -2.358 -4.375 -1.540
F -3.445 -2.923 -0.127
F -2.956 -2.264 -2.269
C -3.555 -2.533 3.510
C -2.921 -1.215 3.031
C -4.038 -0.248 2.616
C -2.085 -0.642 4.184
C -2.107 -1.512 1.810
H -4.189 -2.352 4.379
H -2.786 -3.254 3.797
H -4.164 -2.976 2.721
H -4.719 -0.127 3.461
H -4.599 -0.646 1.770
H -3.644 0.729 2.336
H -2.744 -0.476 5.037
H -1.601 0.295 3.935
H -1.311 -1.350 4.489
H -2.178 -2.572 1.528
C 0.273 3.311 3.030
Si 0.576 1.763 2.003
C 1.321 0.470 3.149
C 1.823 2.191 0.665
C -1.070 1.152 1.336
Si -1.794 2.043 -0.171
C -0.932 1.454 -1.734
C -1.578 3.911 -0.067
C -3.626 1.698 -0.381
H 1.196 3.637 3.516
H -0.464 3.125 3.816
H -0.092 4.136 2.418
H 2.303 0.790 3.511
H 1.434 -0.486 2.634
H 0.688 0.298 4.023
H 2.801 2.376 1.117
H 1.536 3.101 0.135
H 1.937 1.388 -0.061
H -1.786 1.252 2.154
H 0.097 1.812 -1.795
H -1.472 1.843 -2.601
H -0.909 0.368 -1.877
H -0.532 4.209 -0.132
H -1.978 4.303 0.871
H -2.118 4.397 -0.882
H -3.810 0.635 -0.550
H -3.987 2.243 -1.257
H -4.224 2.023 0.473
O 1.055 -0.755 -0.409
S 1.528 -2.046 -1.058
C 2.073 -1.595 -2.716
C 0.927 -1.158 -3.585
C 1.045 0.020 -4.314
C 0.019 0.429 -5.152
C -1.142 -0.324 -5.244
C -1.273 -1.491 -4.504
C -0.237 -1.914 -3.686
C 3.160 -2.391 -0.343
C 4.174 -1.295 -0.447
C 4.141 -0.210 0.422
C 5.087 0.798 0.316
C 6.070 0.736 -0.660
C 6.110 -0.343 -1.531
C 5.167 -1.353 -1.423
H 2.554 -2.501 -3.100
H 2.823 -0.809 -2.619
H 1.945 0.618 -4.225
H 0.122 1.345 -5.719
H -1.951 0.003 -5.884
H -2.187 -2.066 -4.540
H -0.355 -2.821 -3.105
H 3.486 -3.300 -0.853
H 2.931 -2.647 0.693
H 3.372 -0.153 1.180
H 5.056 1.636 1.001
H 6.808 1.524 -0.739
H 6.877 -0.402 -2.292
H 5.205 -2.200 -2.098
*
```

Computed properties:
* strongest force on any atom: 0.4 eV Å⁻¹
* HOMO level: -9.078 eV
* gap between HOMO and LUMO: 0.309 Eh


This record from the Open Molecules 2025 dataset describes the molecule C7H18N2O at a distorted geometry. The level of theory is ωB97M-V/def2-TZVPD.

```
! RIJCOSX wB97M-V def2-TZVPD def2/J DEFGRID3
* xyz 0 1
C 1.890 -0.889 1.529
C 0.758 0.107 1.666
C -0.583 -0.107 0.659
C -1.322 -1.427 0.826
O -1.436 0.959 1.095
C -0.117 0.159 -0.806
C -1.276 0.674 -1.684
C 0.458 -1.086 -1.487
N 0.986 1.136 -0.688
N 0.663 2.496 -0.447
H 2.471 -0.698 0.631
H 1.524 -1.913 1.512
H 2.562 -0.783 2.382
H 0.261 0.002 2.629
H 1.152 1.120 1.693
H -0.666 -2.276 0.663
H -1.704 -1.491 1.845
H -2.168 -1.501 0.135
H -2.338 0.776 0.805
H -2.043 -0.093 -1.778
H -1.739 1.567 -1.266
H -0.907 0.919 -2.681
H -0.315 -1.834 -1.636
H 0.865 -0.810 -2.460
H 1.256 -1.531 -0.903
H 1.573 1.113 -1.518
H 0.028 2.867 -1.158
H 0.167 2.543 0.440
*
```

Computed properties:
* strongest force on any atom: 2.7 eV Å⁻¹
* HOMO level: -8.492 eV
* gap between HOMO and LUMO: 0.340 Eh
* SMILES: CC[C@@](C)(O)C(C)(C)NN


This record from the Open Molecules 2025 dataset describes the molecule C5H12N4 at a distorted geometry. The level of theory is ωB97M-V/def2-TZVPD.

```
! RIJCOSX wB97M-V def2-TZVPD def2/J DEFGRID3
* xyz 0 1
H 1.021 -0.755 1.814
N 1.959 -0.278 1.494
C 2.047 -0.322 0.201
N 3.127 0.208 -0.484
C 1.067 -0.959 -0.554
C -0.349 -0.366 -0.316
N -1.137 -1.256 0.162
C -2.617 -0.884 0.116
N -0.743 0.959 -0.790
C -1.105 1.662 0.424
H 3.175 -0.039 -1.655
H 3.965 0.372 0.089
H 0.942 -2.092 -0.205
H 0.993 -0.854 -1.612
H -2.678 0.038 -0.486
H -3.019 -0.759 1.223
H -3.262 -1.775 -0.623
H 0.161 1.380 -0.970
H -2.278 1.476 0.552
H -0.232 1.451 1.211
H -1.036 2.795 0.408
*
```

Computed properties:
* strongest force on any atom: 5.8 eV Å⁻¹
* HOMO level: -9.160 eV
* gap between HOMO and LUMO: 0.359 Eh
* SMILES: [H]/N=C(/N)C/C(=N/C)NC


This record from the Open Molecules 2025 dataset describes C25H34Cl3CrN5O3S3Si3 as an isolated structure at a distorted geometry. The level of theory is ωB97M-V/def2-TZVPD.

```
! RIJCOSX wB97M-V def2-TZVPD def2/J DEFGRID3
* xyz 1 2
Cr 0.961 6.386 17.634
N 2.695 8.893 15.602
C 1.359 8.809 15.517
N 0.676 7.779 16.004
C -0.676 7.915 15.557
C -0.930 9.040 14.849
S 0.455 10.051 14.669
C -1.480 6.739 15.616
C -2.694 6.473 15.031
S -3.160 4.907 15.424
C -1.705 4.624 16.216
N -0.909 5.704 16.294
N -1.380 3.474 16.921
H 3.103 8.528 16.417
H 3.148 9.702 15.222
H -1.871 9.338 14.362
H -3.249 7.033 14.257
H -1.807 2.647 16.582
H -1.540 3.651 17.935
O 3.626 4.016 19.956
C 2.868 4.962 19.857
O 1.727 4.858 19.175
C 3.104 6.218 20.587
C 3.801 6.074 21.773
C 4.022 7.117 22.714
C 3.664 8.349 22.334
C 3.095 8.561 21.078
C 2.831 7.553 20.138
S 1.991 7.943 18.677
H 4.191 5.075 22.011
H 4.706 7.048 23.538
H 3.813 9.211 22.936
H 2.821 9.558 20.727
C 1.709 1.655 16.625
Si 2.772 2.376 18.097
C 3.636 1.034 19.060
C 4.079 3.472 17.320
C 1.443 3.436 18.932
Si 0.700 2.548 20.419
C -0.859 3.481 21.032
C 0.190 0.811 19.790
C 1.996 2.355 21.866
H 2.361 1.144 15.850
H 1.227 2.442 16.084
H 0.971 0.854 16.936
H 4.171 0.341 18.396
H 3.006 0.488 19.711
H 4.411 1.417 19.664
H 3.921 3.380 16.188
H 5.130 3.116 17.426
H 4.128 4.507 17.640
H 0.656 3.526 18.112
H -1.496 3.395 20.162
H -0.773 4.502 21.437
H -1.260 2.878 21.865
H -0.709 0.844 19.190
H -0.087 0.143 20.649
H 0.952 0.254 19.313
H 2.411 1.344 21.987
H 1.325 2.599 22.709
H 2.861 3.047 21.840
Cl -2.587 5.772 19.039
Si -0.881 6.991 19.139
Cl -0.734 7.231 21.188
Cl -1.556 8.871 18.643
O 1.866 5.006 16.592
N 2.423 5.449 15.412
C 1.768 5.364 14.268
C 2.447 5.578 13.078
C 3.821 5.838 13.070
C 4.414 6.056 14.338
C 3.710 5.858 15.505
H 0.729 5.081 14.277
H 1.878 5.539 12.140
H 4.363 5.870 12.132
H 5.440 6.363 14.284
H 4.074 6.024 16.488
*
```

Computed properties:
* ⟨S²⟩: 0.82
* strongest force on any atom: 2.9 eV Å⁻¹
* HOMO level (spin up / spin down): -10.969 / -10.826 eV
* gap between HOMO and LUMO (spin up / spin down): 0.272 / 0.277 Eh